No. 1
# C45H105Cl4O34P5

A 14-piece molecular cluster, C45H105Cl4O34P5 overall in a non-equilibrium geometry (ωB97M-V/def2-TZVPD, OMol25).

electronic energy: -214516.9287 eV
LUMO level (alpha / beta): -0.1436 / -0.3293 Ha
expectation value of S²: 0.756
multiplicity: 2
net charge: +1

Each line ends with the Mulliken charge.
Geometry (Å):
C: 27.3100 23.5593 1.9262  -0.428
Cl: 26.0855 22.9136 3.0333  0.029
Cl: 26.6664 24.1956 0.4242  -0.153
H: 27.8708 24.3643 2.4011  0.200
H: 28.1107 22.8700 1.6580  0.320
C: 21.9015 22.2240 10.4934  0.577
Cl: 20.7751 22.5612 11.9219  -0.180
Cl: 23.2126 23.3926 10.3474  -0.120
H: 22.3426 21.2273 10.5017  0.209
H: 21.3224 22.2741 9.5713  -0.488
C: 14.4074 22.4980 10.3603  -0.817
O: 15.6088 21.7712 9.9939  -0.185
P: 16.9249 21.8956 10.8894  0.583
O: 16.9032 23.0374 11.8392  -0.807
O: 18.2554 21.7514 9.9171  0.639
C: 18.3952 20.5727 9.1395  -0.509
O: 16.9607 20.4283 11.6483  -0.354
C: 17.9676 20.1924 12.6098  -0.662
H: 14.1728 23.2096 9.5686  0.127
H: 14.5743 23.1422 11.2237  0.431
H: 13.5988 21.8031 10.5868  0.275
H: 18.1583 20.6434 8.0779  -0.096
H: 17.7200 19.7829 9.4687  0.598
H: 19.4020 20.1563 9.1700  0.182
H: 18.6718 20.9991 12.8137  0.215
H: 18.6128 19.4018 12.2266  0.266
H: 17.4491 19.7747 13.4727  0.279
C: 22.0392 20.0588 -4.6720  -0.811
O: 22.0997 19.7422 -3.3336  -0.254
P: 23.2542 18.7181 -2.7669  0.751
O: 24.5695 19.0169 -3.3691  -0.702
O: 23.2208 18.7870 -1.1781  -0.114
C: 21.9911 18.8606 -0.4530  -0.474
O: 22.7834 17.1923 -3.0981  -0.296
C: 23.4292 16.1308 -2.5179  -0.712
H: 22.0528 21.1426 -4.7877  0.277
H: 21.0958 19.7995 -5.1525  0.320
H: 22.7878 19.6683 -5.3612  0.331
H: 22.0043 19.6168 0.3320  0.130
H: 21.7668 17.9426 0.0901  0.265
H: 21.1197 19.0474 -1.0805  0.412
H: 24.4686 16.3545 -2.2776  0.348
H: 23.5034 15.3512 -3.2761  0.274
H: 22.8979 15.7259 -1.6566  0.231
C: 12.5696 19.3532 5.8222  -0.649
O: 13.2293 20.6224 5.9981  -0.379
P: 14.8941 20.6776 6.0272  1.256
O: 15.5426 19.9918 7.1978  -0.758
O: 15.3073 19.9819 4.5866  0.023
C: 14.7394 20.4711 3.3688  -0.906
O: 15.2715 22.2632 5.7902  -0.602
C: 15.6660 23.0722 6.8756  -0.325
H: 12.1351 19.0585 6.7774  0.276
H: 13.2016 18.5492 5.4449  0.255
H: 11.7800 19.6606 5.1366  0.260
H: 14.1468 19.6955 2.8838  0.328
H: 15.5318 20.7372 2.6692  0.154
H: 13.9897 21.2620 3.3482  0.334
H: 14.7323 23.1214 7.4358  0.459
H: 15.9274 24.0599 6.4959  0.122
H: 16.4328 22.7133 7.5622  0.076
C: 25.9871 28.6614 5.3933  -0.704
O: 25.5927 27.6465 6.3091  -0.162
P: 26.3426 26.2521 6.5467  0.396
O: 26.3010 25.3927 5.3483  -0.538
O: 27.9050 26.6620 6.9919  -0.352
C: 28.8922 27.0636 6.0315  -0.791
O: 25.7208 25.6253 7.8982  0.578
C: 25.8978 26.3272 9.1664  -0.754
H: 25.1599 29.1408 4.8698  0.259
H: 26.5960 28.2004 4.6156  0.287
H: 26.5348 29.4261 5.9440  0.280
H: 29.2817 28.0785 6.1115  0.306
H: 28.6116 26.9641 4.9830  0.280
H: 29.7861 26.4551 6.1684  0.322
H: 24.9974 26.7958 9.5636  0.307
H: 26.6396 27.1186 9.0592  0.355
H: 26.2690 25.6117 9.9002  0.115
C: 22.7586 21.2040 3.8790  0.348
O: 22.3424 20.8712 5.1274  1.199
P: 21.5154 21.8707 6.0822  0.542
O: 21.1933 21.2907 7.4321  -0.616
O: 22.4606 23.2065 6.1403  -0.629
C: 23.7334 23.0899 6.7408  -0.219
O: 20.1866 22.1990 5.2472  -0.319
C: 19.1359 21.2150 5.1303  -0.154
H: 22.4786 20.4216 3.1735  -0.561
H: 23.8043 21.5101 3.8503  -0.319
H: 22.2623 22.0602 3.4223  -0.004
H: 24.5721 23.2085 6.0549  0.176
H: 23.8511 22.1668 7.3084  0.352
H: 23.9802 23.9983 7.2903  -0.079
H: 18.9818 20.9158 4.0935  -0.272
H: 18.1933 21.5690 5.5478  -0.131
H: 19.3831 20.3023 5.6725  0.329
O: 16.8131 27.3982 9.5318  -0.580
C: 16.3703 26.5075 8.8756  0.760
O: 17.0872 25.6340 8.1968  -0.160
C: 18.4727 25.5960 8.1637  -0.244
C: 18.8736 24.2000 7.7089  0.490
C: 14.9204 26.3066 8.7736  -1.000
H: 18.8758 25.8725 9.1380  0.538
H: 18.8156 26.3843 7.4936  -0.130
H: 18.5613 24.0409 6.6768  0.145
H: 18.4182 23.4492 8.3545  -0.536
H: 19.9440 24.0059 7.7774  -0.116
H: 14.5012 27.2336 9.1650  0.397
H: 14.5358 25.5063 9.4059  0.080
H: 14.6063 26.2066 7.7347  0.320
O: 14.7504 16.1632 7.2106  -0.551
C: 15.4093 15.5243 6.3823  0.704
O: 16.3815 15.9424 5.5464  -0.343
C: 16.7828 17.2928 5.4501  0.001
C: 18.1960 17.3251 4.8772  -0.434
C: 15.1257 14.0873 6.2483  -1.162
H: 16.7145 17.7326 6.4451  0.221
H: 16.0669 17.7627 4.7758  0.077
H: 18.2228 17.1874 3.7962  0.396
H: 18.8270 16.5450 5.3031  0.251
H: 18.6619 18.2903 5.0756  -0.131
H: 15.6889 13.5537 7.0139  0.286
H: 15.1762 13.6792 5.2388  0.324
H: 14.1102 13.8534 6.5677  0.365
O: 21.4658 22.5827 0.9603  -0.607
C: 20.4849 22.8241 1.6519  0.887
O: 19.3196 22.0912 1.7877  -0.308
C: 19.1264 20.9062 0.9358  -0.673
C: 19.4624 19.7312 1.8631  -0.043
C: 20.4083 24.1144 2.4409  -0.766
H: 19.7337 20.9123 0.0307  0.379
H: 18.0680 20.8253 0.6882  0.356
H: 18.6493 19.4917 2.5483  0.025
H: 20.4296 19.8306 2.3559  -0.226
H: 19.4955 18.8141 1.2749  0.534
H: 21.2353 24.7438 2.1122  0.312
H: 20.3986 23.8995 3.5094  -0.058
H: 19.4503 24.5249 2.1218  0.415
O: 22.4216 28.9632 7.3989  -0.591
C: 21.8094 27.9416 7.2772  0.135
O: 20.5302 27.7376 6.8390  -0.168
C: 19.7260 28.8444 6.3918  -0.454
C: 19.0024 29.4311 7.6459  -0.992
C: 22.4940 26.6786 7.7130  0.185
H: 18.9426 28.6105 5.6709  0.311
H: 20.4093 29.5861 5.9782  0.467
H: 19.7517 29.7327 8.3777  0.293
H: 18.3366 28.7512 8.1774  0.193
H: 18.4875 30.3552 7.3831  0.424
H: 22.0654 26.2504 8.6191  0.370
H: 23.5042 27.0365 7.9122  -0.134
H: 22.5211 25.9425 6.9096  -0.147
O: 21.6506 17.9386 3.1511  -0.321
C: 22.6985 17.5357 3.6994  0.714
O: 22.7938 16.6804 4.6982  -0.160
C: 21.7404 15.7618 5.0091  0.483
C: 21.7780 14.6266 3.9877  -1.236
C: 24.0942 18.0181 3.2340  -1.141
H: 20.8122 16.3183 5.1384  -0.228
H: 21.9984 15.3548 5.9868  0.282
H: 22.6542 13.9795 4.0292  0.325
H: 21.7730 14.9856 2.9585  0.282
H: 20.9111 13.9687 4.0484  0.392
H: 24.6498 18.6750 3.9033  0.140
H: 23.8934 18.7056 2.4124  0.241
H: 24.7035 17.1636 2.9396  0.451
O: 25.2614 21.3514 9.3126  0.026
C: 26.2740 21.8647 9.8084  0.843
O: 27.2258 22.4518 9.0832  -0.239
C: 27.0953 22.6098 7.6744  0.779
C: 27.4513 21.2951 6.9350  -1.030
C: 26.3861 22.0114 11.3371  -1.151
H: 27.7416 23.3922 7.2766  0.303
H: 26.0851 22.9662 7.4726  -0.535
H: 27.4334 21.5391 5.8728  0.408
H: 26.7318 20.5045 7.1483  0.057
H: 28.4234 20.8619 7.1705  0.378
H: 25.4368 22.0221 11.8726  0.336
H: 26.8115 23.0137 11.3857  0.404
H: 27.0453 21.3005 11.8354  0.357
O: 25.5195 17.5356 6.7734  -0.597
C: 24.8264 17.9533 7.7125  0.060
O: 24.8875 17.5635 8.9875  -0.330
C: 25.8355 16.6320 9.4571  -0.284
C: 27.2548 17.2572 9.5820  -0.990
C: 23.7445 18.9926 7.4201  0.308
H: 25.8291 15.7852 8.7709  0.334
H: 25.5305 16.3382 10.4615  0.332
H: 27.1898 18.0195 10.3583  0.186
H: 27.5724 17.5868 8.5928  0.295
H: 28.0215 16.5192 9.8180  0.409
H: 23.9132 19.4406 6.4409  -0.138
H: 23.6002 19.7323 8.2076  -0.181
H: 22.8164 18.4220 7.3884  0.495

***

No. 2
# C45H106N6O8

A 8-piece molecular cluster, C45H106N6O8 overall in a non-equilibrium geometry (ωB97M-V/def2-TZVPD, OMol25).

electronic energy: -73698.5712 eV
ΔE to the lowest compared entry with this formula, charge and spin: 0.00 kJ/mol
LUMO level: 0.0201 Ha
SMILES: CC1(C)CCCC(C)(C)N1O.CC1(C)CCCC(C)(C)N1O.CC1(C)CCCC(C)(C)N1O.COC[C@H](C)N.COC[C@H](C)N.COC[C@H](C)N.CC(C)O.CC(C)O
multiplicity: 1

Each line ends with the Mulliken charge.
Geometry (Å):
C: -3.2532 6.6632 0.6602  -1.675
C: -4.4387 5.8077 1.1381  2.212
C: -3.9438 4.7151 2.0594  -1.804
C: -5.4374 6.6725 1.9641  -1.229
C: -6.7404 5.9528 2.1996  -0.531
C: -7.3706 5.5831 0.8944  -1.197
C: -6.4657 4.6962 0.0502  1.471
C: -6.4490 3.2623 0.6590  -1.573
C: -7.0473 4.4615 -1.3089  -1.800
N: -5.1208 5.3737 -0.0269  0.033
O: -4.2757 4.5261 -0.8203  -0.405
H: -3.6642 7.5968 0.2190  0.428
H: -2.5590 6.8082 1.4821  0.382
H: -2.6601 6.1884 -0.1514  0.126
H: -4.7398 4.2097 2.5921  0.050
H: -3.3784 3.9238 1.5364  0.238
H: -3.1985 5.1212 2.7551  0.576
H: -4.9146 6.8741 2.9251  0.342
H: -5.6381 7.6779 1.5130  0.366
H: -6.5753 5.1239 2.8617  0.328
H: -7.4557 6.6681 2.6915  0.331
H: -7.7270 6.4942 0.3598  0.369
H: -8.3355 5.0549 1.0666  0.360
H: -5.6397 2.6744 0.1539  0.290
H: -7.3758 2.8060 0.4940  0.570
H: -6.2583 3.2463 1.7543  0.254
H: -6.4484 3.7204 -1.8498  0.413
H: -7.2515 5.3331 -1.9656  0.369
H: -8.0446 3.9654 -1.0578  0.377
H: -4.2821 4.9697 -1.6782  0.328
C: 2.8121 -0.0425 -2.2493  -1.528
C: 3.4624 0.5038 -3.5711  2.106
C: 4.9639 0.7170 -3.3063  -1.722
C: 3.3075 -0.4676 -4.7765  -0.806
C: 3.9319 0.1700 -6.0689  -0.592
C: 3.1480 1.4953 -6.2760  -1.515
C: 3.1113 2.4898 -5.1366  1.898
C: 4.5029 3.1494 -4.9707  -1.783
C: 2.0966 3.6162 -5.4262  -1.858
N: 2.7259 1.7809 -3.8957  0.664
O: 2.8889 2.6641 -2.8420  -0.364
H: 3.0700 0.6110 -1.3919  0.356
H: 1.7283 0.0021 -2.3232  0.240
H: 3.1314 -1.0770 -2.1490  -0.185
H: 5.5428 1.0365 -4.1674  0.439
H: 5.1919 1.4847 -2.5018  0.266
H: 5.3990 -0.2410 -2.9737  0.174
H: 3.7289 -1.4212 -4.4628  -0.188
H: 2.2204 -0.6086 -4.9089  0.457
H: 5.0131 0.4407 -5.9392  0.272
H: 3.7897 -0.5381 -6.8721  0.466
H: 2.0931 1.2738 -6.5153  0.418
H: 3.4899 1.9678 -7.1932  0.330
H: 5.3137 2.6366 -5.5073  0.323
H: 4.7563 3.2288 -3.8999  0.232
H: 4.5818 4.1225 -5.3379  0.569
H: 2.1943 4.3205 -4.5608  0.343
H: 1.0332 3.2116 -5.5142  0.272
H: 2.3704 4.1599 -6.3087  0.526
H: 1.9717 2.6649 -2.4955  0.303
C: 1.7045 -4.7857 -3.0026  -1.683
C: 3.1655 -5.0277 -2.4902  2.078
C: 3.9509 -5.7987 -3.5705  -1.837
C: 3.7811 -3.6359 -2.1848  0.492
C: 5.0670 -3.7212 -1.5002  -1.128
C: 4.6248 -4.1714 -0.1308  -0.967
C: 4.1056 -5.6272 -0.1201  1.584
C: 5.2439 -6.5935 -0.5096  -1.726
C: 3.6253 -6.0497 1.2251  -1.827
N: 2.9980 -5.6588 -1.1274  0.307
O: 2.4174 -6.9922 -1.3144  -0.481
H: 1.0283 -5.6414 -2.9194  0.455
H: 1.2080 -4.0032 -2.3828  0.146
H: 1.6745 -4.5269 -4.0993  0.321
H: 4.9484 -6.0774 -3.2774  0.380
H: 3.4392 -6.7659 -3.8433  0.400
H: 3.9768 -5.1529 -4.4561  0.373
H: 3.8021 -3.1014 -3.1640  -0.609
H: 3.0609 -3.1617 -1.5514  -0.150
H: 5.7786 -4.3704 -2.0110  0.437
H: 5.5470 -2.7663 -1.4394  0.329
H: 3.8045 -3.4522 0.2812  -0.036
H: 5.3758 -4.1214 0.6231  0.624
H: 5.6911 -6.9529 0.3740  0.522
H: 5.9940 -6.1388 -1.1417  0.308
H: 4.9719 -7.4897 -1.0360  0.310
H: 3.3586 -7.1352 1.3331  0.309
H: 2.6717 -5.5343 1.3483  0.371
H: 4.3081 -5.6893 2.0307  0.384
H: 3.1670 -7.6107 -1.3667  0.327
C: -0.7485 4.1261 5.0441  -0.921
O: -1.6549 3.1593 4.5649  -0.108
C: -1.2524 1.8363 4.8184  -1.053
C: -2.1653 0.8967 3.9075  1.406
C: -3.6230 1.2893 4.0488  -1.349
N: -1.8672 -0.4710 4.1519  -0.296
H: -0.5967 3.9754 6.0824  0.425
H: -1.2861 5.1178 5.0625  0.233
H: 0.1867 4.0974 4.4657  0.290
H: -0.2301 1.5698 4.5845  0.488
H: -1.4118 1.5062 5.8414  0.313
H: -1.8805 1.1102 2.8541  -0.510
H: -4.1865 0.7450 3.3087  0.444
H: -3.8151 2.3428 3.8477  0.115
H: -3.9661 1.1544 5.1145  0.307
H: -2.3859 -0.8526 4.9373  0.227
H: -1.9593 -1.0639 3.3314  0.015
C: -2.0381 -6.8200 3.5826  -0.622
O: -2.9613 -6.2853 2.6914  -0.395
C: -2.2834 -5.6505 1.6467  -0.289
C: -3.2017 -5.3110 0.4726  0.232
C: -3.8199 -6.5154 -0.1401  -1.488
N: -2.3176 -4.5266 -0.4420  -0.507
H: -1.3351 -6.0467 3.8754  0.181
H: -1.4687 -7.6347 3.0917  0.294
H: -2.5149 -7.1692 4.4603  0.303
H: -1.8351 -4.6935 1.9411  0.127
H: -1.4466 -6.3297 1.2928  0.334
H: -4.0117 -4.7036 0.9172  0.304
H: -3.1100 -7.3488 -0.1398  0.313
H: -4.1632 -6.3267 -1.1339  0.439
H: -4.7660 -6.8381 0.2893  0.347
H: -1.7316 -5.2164 -0.9296  0.204
H: -2.9304 -4.0110 -1.0681  0.252
C: -0.5553 2.6540 -2.6229  -0.874
O: 0.3005 2.9142 -1.5534  0.062
C: -0.1480 4.0571 -0.7968  -0.766
C: 0.8372 4.2892 0.3863  0.248
C: 0.3067 5.3602 1.3203  -1.003
N: 2.1429 4.6274 -0.0530  -0.565
H: -1.5160 2.2291 -2.3048  0.263
H: 0.0352 2.0065 -3.3109  0.220
H: -0.8343 3.5896 -3.1698  0.331
H: -0.1335 4.9455 -1.4374  0.242
H: -1.1656 3.8154 -0.5729  0.325
H: 0.8824 3.3134 0.9000  0.242
H: -0.7386 5.1671 1.5022  -0.025
H: 0.4658 6.3111 0.8080  0.488
H: 0.9393 5.3371 2.2363  0.200
H: 2.0706 5.4311 -0.6501  0.308
H: 2.7144 3.9178 -0.5279  0.212
C: 3.4374 -1.4433 4.9650  -1.752
C: 2.0503 -1.6367 4.4857  1.489
C: 1.4419 -2.9234 4.9697  -1.411
O: 1.3302 -0.5042 4.9456  -0.604
H: 3.6750 -0.4756 4.6397  0.480
H: 4.1148 -2.1685 4.5275  0.356
H: 3.3835 -1.5016 6.0392  0.385
H: 2.0696 -1.6629 3.3842  -0.336
H: 0.4747 -3.1146 4.5041  0.273
H: 1.4305 -3.0268 6.0312  0.416
H: 2.1552 -3.6994 4.6873  0.394
H: 0.4057 -0.5785 4.7268  0.210
C: 0.6723 -2.3054 0.7384  -1.732
C: -0.4639 -1.3823 1.1147  1.631
C: -0.8209 -0.4206 0.0350  -1.104
O: -1.5541 -2.1971 1.5174  -0.437
H: 0.8386 -2.9758 1.5603  0.282
H: 1.5352 -1.6789 0.5060  0.486
H: 0.3974 -2.9113 -0.1384  0.322
H: -0.1793 -0.9263 2.0590  0.083
H: -1.5217 -0.8997 -0.6536  0.304
H: 0.0188 -0.0601 -0.6014  -0.134
H: -1.2801 0.4700 0.4291  0.211
H: -1.8098 -2.8240 0.7958  0.102

***

- Which formula does entry 1 have?
  C45H105Cl4O34P5